*P*
Density functional theory data (the ωB97M-V functional and the def2-TZVPD basis) for a structure of composition C5H12O2.

Last column: Löwdin charge in e.
Cartesian coordinates (Å):
C1 2.23 -0.01 0.75  -0.133
C2 0.97 0.21 -0.01  -0.213
C3 -0.06 -0.93 -0.04  -0.403
O1 -0.39 -1.18 1.31  -0.031
C4 -1.29 -0.57 -0.89  -0.127
C5 -1.68 0.88 -0.57  -0.270
O2 -0.60 1.76 -0.77  -0.153
H1 2.79 0.93 0.69  0.082
H2 1.94 -0.21 1.78  0.075
H3 2.83 -0.82 0.34  0.077
H4 1.19 0.42 -1.09  0.143
H5 0.55 1.18 0.90  0.200
H6 0.42 -1.82 -0.50  0.152
H7 -1.07 -1.86 1.34  0.096
H8 -2.13 -1.26 -0.69  0.121
H9 -1.05 -0.68 -1.95  0.121
H10 -2.01 0.93 0.47  0.119
H11 -2.50 1.22 -1.21  0.114
H12 -0.14 1.81 0.12  0.030

Output
HOMO energy = -9.23 eV
total charge = 0
frontier orbital gap = 10.05 eV
lowest unoccupied orbital energy = 0.82 eV

***

*Q*
Density functional theory data (the ωB97M-V functional and the def2-TZVPD basis) for the molecule C5H12O2.

Last column: Löwdin charge in e.
Cartesian coordinates (Å):
C1 2.42 -0.18 0.71  -0.100
C2 1.26 0.23 -0.19  -0.217
C3 0.04 -0.68 -0.04  -0.392
O1 -0.37 -0.60 1.32  -0.049
C4 -1.10 -0.31 -1.01  -0.130
C5 -2.09 0.70 -0.41  -0.271
O2 -1.46 1.82 0.17  -0.070
H1 3.30 0.44 0.51  0.071
H2 2.16 -0.07 1.77  0.072
H3 2.70 -1.23 0.55  0.075
H4 1.57 0.20 -1.24  0.118
H5 0.95 1.26 0.02  0.111
H6 0.37 -1.71 -0.25  0.142
H7 -1.04 -1.28 1.48  0.105
H8 -1.67 -1.21 -1.30  0.115
H9 -0.66 0.10 -1.93  0.116
H10 -2.73 0.19 0.33  0.112
H11 -2.75 1.08 -1.20  0.118
H12 -1.01 1.47 0.96  0.073

Output
HOMO energy = -9.98 eV
total charge = 0
SMILES = CC[C@@H](O)CCO
frontier orbital gap = 10.72 eV
lowest unoccupied orbital energy = 0.74 eV

***

*R*
Density functional theory data (the ωB97M-V functional and the def2-TZVPD basis) for a cluster of 3 separate species, C5H12O2 in total.

Last column: Löwdin charge in e.
Cartesian coordinates (Å):
C1 -2.74 0.04 -0.84  0.028
C2 -1.80 0.20 0.11  -0.164
C3 -0.62 -0.68 0.24  -0.389
C4 0.07 -1.07 -0.84  0.028
C5 0.04 -0.77 1.59  -0.068
H1 -2.70 -0.83 -1.49  0.065
H2 -3.60 0.69 -0.95  0.053
H3 -2.15 0.45 1.12  0.105
H4 1.08 -1.45 -0.85  0.053
H5 -0.17 -0.70 -1.84  0.074
H6 1.04 -0.31 1.57  0.067
H7 0.13 -1.82 1.91  0.088
H8 -0.50 -0.22 2.37  0.072
O1 1.18 1.98 0.19  -0.042
H9 0.60 1.41 -0.35  0.017
H10 0.94 2.88 -0.03  0.058
O2 3.17 0.11 -0.99  -0.064
H11 3.47 -0.58 -0.40  0.031
H12 2.55 0.67 -0.51  -0.013

Output
HOMO energy = -8.86 eV
total charge = 0
SMILES = C=CC(=C)C.O.O
frontier orbital gap = 9.24 eV
lowest unoccupied orbital energy = 0.38 eV

***

*S*
Density functional theory data (the ωB97M-V functional and the def2-TZVPD basis) for a cluster of 2 separate species, C5H12O2 in total.

Last column: Löwdin charge in e.
Cartesian coordinates (Å):
C1 2.25 0.39 1.04  -0.113
C2 1.11 0.74 0.08  -0.253
C3 0.31 -0.46 -0.36  -0.111
C4 -0.90 -0.43 -0.93  -0.426
C5 -1.63 0.82 -1.34  -0.017
O1 -1.45 -1.63 -1.33  0.022
H1 1.84 0.00 1.98  0.067
H2 2.92 -0.36 0.61  0.073
H3 2.84 1.28 1.27  0.070
H4 0.46 1.48 0.56  0.109
H5 1.52 1.21 -0.83  0.113
H6 0.76 -1.45 -0.23  0.128
H7 -1.37 1.01 -2.38  0.095
H8 -2.72 0.73 -1.26  0.083
H9 -1.32 1.69 -0.75  0.079
H10 -2.42 -1.58 -1.28  0.102
O2 -0.75 -0.95 2.08  -0.067
H11 -0.43 -1.84 1.88  0.046
H12 -1.03 -0.65 1.20  -0.001

Output
HOMO energy = -8.69 eV
total charge = 0
SMILES = CC/C=C(\C)O.O
frontier orbital gap = 9.41 eV
lowest unoccupied orbital energy = 0.72 eV

***

It turns out *Q* is the most stable, with the second structure 0.495 eV higher.

***

*P*
Density functional theory data (the ωB97M-V functional and the def2-TZVPD basis) for a structure of composition C3H4ClFO.

Last column: Löwdin charge in e.
Cartesian coordinates (Å):
C1 1.09 0.54 0.78  -0.577
C2 0.31 0.28 -0.39  -0.395
C3 -1.26 -0.87 -0.33  0.118
O1 1.49 -0.39 -0.20  0.050
F1 0.10 1.27 -1.33  0.044
Cl1 2.09 2.05 0.88  0.621
H1 0.86 0.16 1.68  0.074
H2 -2.07 -0.33 -0.61  0.001
H3 -1.44 -1.12 0.65  0.017
H4 -1.17 -1.58 -1.12  0.047

Output
HOMO energy = -10.63 eV
total charge = 0
frontier orbital gap = 11.51 eV
lowest unoccupied orbital energy = 0.88 eV

***

*Q*
Density functional theory data (the ωB97M-V functional and the def2-TZVPD basis) for the molecule C3H4ClFO.

Last column: Löwdin charge in e.
Cartesian coordinates (Å):
O1 -1.27 -1.54 -0.35  0.093
C1 -1.27 -0.42 0.01  -0.777
Cl1 -2.67 0.62 0.36  0.656
C2 -0.08 0.58 -0.13  -0.157
C3 1.20 -0.25 -0.04  -0.215
F1 1.40 -0.36 1.29  -0.026
H1 -0.17 1.08 -1.09  0.121
H2 -0.09 1.30 0.67  0.099
H3 0.87 -1.21 -0.39  0.109
H4 2.06 0.20 -0.33  0.097

Output
HOMO energy = -10.99 eV
total charge = 0
SMILES = O=C(Cl)CCF
frontier orbital gap = 11.48 eV
lowest unoccupied orbital energy = 0.49 eV

***

*R*
Density functional theory data (the ωB97M-V functional and the def2-TZVPD basis) for a cluster of 2 separate species, C3H4ClFO in total.

Last column: Löwdin charge in e.
Cartesian coordinates (Å):
C1 -0.63 0.33 1.78  -0.275
C2 0.14 1.01 0.67  -0.187
C3 0.43 0.56 -0.43  -0.685
H1 -0.67 -1.73 2.48  0.322
H2 0.21 0.18 2.59  0.128
H3 -1.42 1.26 1.96  0.167
H4 0.49 2.00 0.80  0.122
O1 -1.14 -0.99 1.31  -0.283
F1 0.84 1.42 -1.52  -0.069
Cl1 0.19 -1.05 -0.98  0.760

Output
HOMO energy = -9.77 eV
total charge = 0
frontier orbital gap = 9.01 eV
lowest unoccupied orbital energy = -0.76 eV

***

It turns out *Q* is the most stable, with the second structure 2.438 eV higher.

***

*P*
Density functional theory data (the ωB97M-V functional and the def2-TZVPD basis) for a cluster of 8 separate species, C7H28F2N15O11S2 in total.

Last column: Löwdin charge in e.
Cartesian coordinates (Å):
N1 -0.30 -0.56 -0.59  -0.313
S1 -0.27 0.90 -0.08  0.443
O1 0.27 1.11 1.24  -0.277
O2 -1.16 1.92 -0.62  -0.269
F1 1.09 1.26 -0.78  -0.192
S2 -1.82 -1.04 0.11  0.648
O3 -2.81 -0.07 0.42  -0.270
O4 -1.86 -2.16 1.07  -0.286
F2 -2.40 -1.83 -1.16  -0.171
C1 1.66 -2.60 3.17  -0.798
O5 2.13 -3.69 2.82  0.016
N2 1.78 -1.48 2.53  0.185
N3 1.02 -2.44 4.26  0.168
H1 1.24 -0.69 2.87  0.092
H2 2.02 -1.44 1.55  0.077
H3 0.92 -3.26 4.85  0.129
H4 0.89 -1.48 4.54  0.114
C2 -0.12 0.38 -3.99  -0.811
O6 -1.11 0.99 -3.62  0.040
N4 0.60 -0.43 -3.29  0.175
N5 0.38 0.58 -5.16  0.159
H5 1.57 -0.57 -3.54  0.114
H6 0.22 -0.46 -2.36  0.037
H7 1.01 -0.12 -5.53  0.109
H8 -0.19 1.25 -5.66  0.124
C3 -0.52 -6.26 2.07  -0.824
O7 -0.32 -6.32 3.27  0.031
N6 -0.24 -7.27 1.36  0.164
N7 -1.08 -5.26 1.43  0.177
H9 -0.34 -7.16 0.36  0.107
H10 0.10 -8.11 1.79  0.127
H11 -1.25 -5.37 0.44  0.105
H12 -0.99 -4.42 1.99  0.102
C4 -0.35 4.93 1.52  -0.786
O8 -0.37 5.08 2.71  0.057
N8 -1.02 5.66 0.64  0.152
N9 0.44 4.15 0.85  0.162
H13 -1.56 6.39 1.07  0.114
H14 -1.01 5.34 -0.32  0.104
H15 0.62 4.37 -0.12  0.066
H16 0.90 3.37 1.30  0.100
C5 2.16 -2.81 -0.50  -0.824
O9 3.20 -3.42 -0.49  0.042
N10 0.98 -3.23 -0.27  0.208
N11 2.20 -1.52 -0.66  0.139
H17 0.19 -2.60 -0.18  0.053
H18 0.76 -4.21 -0.24  0.112
H19 1.33 -1.02 -0.74  0.000
H20 3.01 -0.94 -0.82  0.123
C6 -4.32 2.92 1.78  -0.722
O10 -5.25 3.55 2.39  -0.040
N12 -4.05 3.07 0.48  0.153
N13 -3.60 1.95 2.24  0.174
H21 -3.44 2.52 -0.11  0.080
H22 -4.38 3.98 0.22  0.105
H23 -3.15 1.48 1.47  0.050
H24 -3.80 1.58 3.17  0.126
C7 2.21 3.29 -3.08  -0.801
O11 1.67 3.81 -4.05  0.025
N14 3.20 2.50 -3.07  0.171
N15 2.02 3.68 -1.87  0.147
H25 3.62 2.24 -3.95  0.127
H26 3.52 2.11 -2.19  0.114
H27 2.62 3.35 -1.13  0.114
H28 1.52 4.55 -1.79  0.118

Output
HOMO energy = -7.00 eV
total charge = -1
frontier orbital gap = 8.93 eV
lowest unoccupied orbital energy = 1.93 eV

***

*Q*
Density functional theory data (the ωB97M-V functional and the def2-TZVPD basis) for a cluster of 8 separate species, C7H28F2N15O11S2 in total.

Last column: Löwdin charge in e.
Cartesian coordinates (Å):
N1 -2.01 -2.58 -0.79  -0.256
S1 -1.76 -2.05 -2.13  0.354
O1 -1.67 -3.09 -3.12  -0.276
O2 -1.10 -0.76 -2.24  -0.297
F1 -3.34 -1.53 -2.33  -0.272
S2 -0.32 -2.61 -0.50  0.596
O3 0.25 -1.48 0.26  -0.320
O4 0.59 -3.37 -1.34  -0.279
F2 -0.39 -3.63 0.79  -0.254
C1 4.19 -4.26 4.90  -0.786
O5 4.09 -5.41 5.30  0.033
N2 4.26 -3.74 3.70  0.164
N3 3.91 -3.30 5.71  0.130
H1 4.12 -2.74 3.64  0.111
H2 4.27 -4.34 2.89  0.122
H3 4.18 -2.35 5.50  0.106
H4 3.61 -3.51 6.65  0.120
C2 6.31 0.84 0.03  -0.768
O6 6.29 0.40 1.18  0.014
N4 6.93 1.90 -0.46  0.147
N5 6.05 0.04 -0.93  0.151
H5 6.68 2.21 -1.39  0.103
H6 7.30 2.62 0.14  0.114
H7 6.35 0.43 -1.81  0.105
H8 6.10 -0.96 -0.77  0.134
C3 -4.16 1.32 2.71  -0.861
O7 -4.61 2.17 3.35  0.096
N6 -2.92 1.14 2.39  0.158
N7 -4.83 0.41 2.07  0.152
H9 -2.70 0.76 1.49  0.116
H10 -2.26 1.82 2.73  0.118
H11 -4.42 -0.28 1.46  0.110
H12 -5.81 0.24 2.24  0.114
C4 2.52 4.19 3.67  -0.812
O8 1.77 4.54 2.82  0.072
N8 2.37 2.96 4.19  0.138
N9 3.43 4.79 4.34  0.157
H13 2.90 2.78 5.04  0.093
H14 1.92 2.26 3.63  0.116
H15 3.91 4.53 5.19  0.118
H16 3.47 5.75 4.01  0.119
C5 2.01 1.82 -6.03  -0.807
O9 1.49 1.15 -6.88  0.051
N10 2.52 1.30 -4.94  0.163
N11 1.91 3.12 -5.96  0.151
H17 2.93 1.96 -4.29  0.096
H18 2.87 0.36 -4.82  0.121
H19 1.47 3.50 -6.78  0.120
H20 2.73 3.51 -5.52  0.105
C6 -5.43 4.15 -4.84  -0.738
O10 -6.37 4.53 -5.55  -0.014
N12 -4.20 3.84 -5.27  0.154
N13 -5.53 4.19 -3.53  0.153
H21 -3.49 3.61 -4.59  0.104
H22 -4.01 3.93 -6.26  0.115
H23 -4.67 3.90 -3.10  0.103
H24 -6.41 4.38 -3.07  0.123
C7 -5.79 -6.09 1.12  -0.806
O11 -6.48 -7.03 1.46  0.026
N14 -4.79 -5.59 1.74  0.159
N15 -5.80 -5.42 0.00  0.144
H25 -4.41 -6.04 2.56  0.134
H26 -4.48 -4.78 1.23  0.110
H27 -6.47 -5.67 -0.72  0.123
H28 -5.07 -4.75 -0.17  0.108

Output
HOMO energy = -7.38 eV
total charge = -1
frontier orbital gap = 8.77 eV
lowest unoccupied orbital energy = 1.39 eV

***

It turns out *P* is the most stable, with the second structure 2.382 eV higher.

***

*P*
Density functional theory data (the ωB97M-V functional and the def2-TZVPD basis) for the molecule C5H8N2O2.

Last column: Löwdin charge in e.
Cartesian coordinates (Å):
C1 -0.57 -1.43 0.82  0.053
C2 -0.76 -0.36 0.12  -0.395
C3 -2.13 -0.28 -0.55  -0.199
O1 -2.52 0.99 -0.10  -0.082
N1 -0.07 0.89 0.21  0.149
C4 1.11 0.75 -0.10  -0.459
N2 2.07 1.71 0.10  0.085
C5 1.69 -0.57 -0.63  -0.095
O2 2.87 -1.06 -0.23  -0.057
H1 -1.29 -2.23 0.86  0.081
H2 0.11 -1.13 1.64  0.109
H3 -2.20 -0.23 -1.64  0.117
H4 -2.73 -1.11 0.02  0.148
H5 -1.78 1.52 -0.42  0.063
H6 3.04 1.43 0.22  0.065
H7 2.14 2.29 1.20  0.231
H8 1.03 -1.19 -1.52  0.185

Output
HOMO energy = -9.44 eV
total charge = 0
SMILES = C=C(CO)/N=C(/N)C=O
frontier orbital gap = 8.85 eV
lowest unoccupied orbital energy = -0.59 eV

***

*Q*
Density functional theory data (the ωB97M-V functional and the def2-TZVPD basis) for the molecule C5H8N2O2.

Last column: Löwdin charge in e.
Cartesian coordinates (Å):
C1 -1.12 1.76 -1.07  -0.111
C2 1.67 0.33 0.25  0.008
C3 -0.66 -0.24 0.37  -0.738
C4 0.87 -0.74 0.58  -0.166
N1 -1.53 -1.21 -0.20  0.129
C5 1.29 -1.91 1.07  0.132
O1 -0.23 0.69 -0.83  -0.216
N2 2.51 1.15 0.10  0.302
O2 -1.05 0.37 1.40  -0.037
H1 -1.13 -1.81 -0.91  0.084
H2 -2.06 -1.71 0.50  0.087
H3 2.61 2.00 -0.43  0.129
H4 -0.62 2.48 -1.72  0.077
H5 -1.39 2.25 -0.12  0.081
H6 -2.03 1.41 -1.56  0.082
H7 2.32 -2.10 1.35  0.077
H8 0.57 -2.71 1.22  0.081

Output
HOMO energy (alpha / beta) = -8.42 / -8.42 eV
total charge = 0
frontier orbital gap (alpha / beta) = 7.76 / 7.77 eV
lowest unoccupied orbital energy (alpha / beta) = -0.66 / -0.66 eV

***

It turns out *Q* is the most stable, with the second structure 0.890 eV higher.